37
Properties=species:S:1:pos:R:3:mulliken_charge:R:1 method="wB97M-V/def2-TZVPD" e_lumo_ev=0.8746 energy_ev=-23489.2760 smiles=c1ccc(-c2ccc([C@]34CNC[C@H](CO3)O4)cc2)cc1 homo_energy_ev=-8.3901
O -0.34461 -2.66900 -1.79893 -0.494
O 0.52565 -0.94245 -2.88574 -0.485
C 0.94146 3.23339 5.36318 -0.347
C -0.08722 2.29402 5.28782 -0.630
C 1.85049 3.33658 4.32484 -0.600
C -0.23956 1.48872 4.12848 -0.375
C 1.64131 2.55418 3.15868 -0.470
C 0.51772 1.54319 0.53683 -0.763
C -0.01622 -0.45874 1.81446 -0.751
C 0.27578 0.81031 -0.62038 -0.509
C -0.31278 -1.16237 0.65305 -0.498
C 0.59694 1.63928 3.04282 0.330
C 0.37411 0.90203 1.77111 0.621
C -0.17904 -0.52054 -0.58842 -0.345
N -1.98631 -1.59470 -3.87119 -0.477
C 0.25210 -3.19157 -2.97678 -0.701
C -0.48140 -1.26399 -1.89946 1.410
C -1.81792 -0.83226 -2.59304 -0.822
C -0.77961 -1.56107 -4.76462 -0.841
C 0.41207 -1.97014 -3.86826 0.292
H 1.12213 3.83101 6.26983 0.317
H -0.71968 2.19295 6.13948 0.397
H 2.70128 3.96259 4.48770 0.400
H -1.06211 0.78325 4.09714 0.444
H 2.30023 2.73049 2.35254 0.481
H 0.82226 2.60025 0.45022 0.394
H -0.06141 -0.96269 2.79882 0.427
H 0.40985 1.30746 -1.57533 0.430
H -0.61838 -2.22706 0.64648 0.402
H -2.24762 -2.56566 -3.66010 0.352
H 1.23042 -3.66138 -2.79875 0.294
H -0.38716 -3.95786 -3.43962 0.303
H -1.73938 0.23875 -2.81073 0.319
H -2.68761 -0.97166 -1.95115 0.351
H -0.66053 -0.55872 -5.16576 0.325
H -0.87706 -2.28858 -5.58824 0.393
H 1.33182 -2.08802 -4.46697 0.428

56
Properties=species:S:1:pos:R:3:lowdin_spin:R:1 method="wB97M-V/def2-TZVPD" e_lumo_ev="4.2127 / 3.8170" spin_multiplicity=2 energy_ev=-196050.2434 homo_energy_ev="-3.3158 / -3.2362" charge=-2
Ir 1.01134 0.54182 -0.43739 0.479
O 2.94209 0.13842 -3.51751 0.000
S 3.15811 0.50889 -2.14058 0.000
O 4.50210 0.92794 -1.82638 0.006
O 2.13872 1.61836 -1.71915 0.061
O 2.67769 -0.58441 -1.17896 -0.001
C 3.91089 -3.61453 -1.19029 0.000
As 1.98871 -3.45570 -1.56265 0.000
C 1.63934 -5.41466 -1.57318 0.000
C 2.11563 -3.30104 -3.51298 0.000
H 4.34191 -4.46583 -1.72262 0.000
H 4.06193 -3.72684 -0.11639 0.000
H 4.39700 -2.69164 -1.50445 0.000
H 2.37116 -5.95872 -2.17689 0.000
H 0.64048 -5.58079 -1.97996 0.000
H 1.66777 -5.79505 -0.55008 0.000
H 2.96010 -3.87898 -3.89611 0.000
H 2.23537 -2.24860 -3.77044 0.000
H 1.18291 -3.66811 -3.94175 0.000
C -1.24793 -2.19422 2.85162 0.002
C -0.65841 -2.81322 1.58799 0.014
C -0.58313 -1.81279 0.46782 0.043
N -0.00100 -0.72057 0.55214 0.351
H -1.30484 -2.93238 3.65416 0.000
H -2.25058 -1.80676 2.66363 0.000
H -0.62684 -1.36324 3.18440 0.002
H -1.24815 -3.66503 1.24807 0.003
H 0.36529 -3.14666 1.77193 -0.001
O -2.71414 -0.18342 -1.59346 0.000
Se -1.43188 -1.04025 -2.02095 0.000
O -1.56565 -2.01586 -3.27735 0.002
O -0.04421 -0.15879 -2.11052 -0.007
O -1.23856 -2.22759 -0.67638 0.040
F -5.36982 7.42395 1.00771 0.000
C -5.64885 6.13636 1.32392 0.000
F -5.97946 6.15739 2.64198 0.000
F -6.78076 5.81816 0.66368 0.000
C -4.51736 5.21446 1.02598 -0.001
C -3.23412 5.56540 1.43661 0.000
C -2.17220 4.71798 1.19309 -0.001
C -2.36274 3.49408 0.53171 0.000
C -3.66504 3.15052 0.13877 -0.001
C -4.72808 4.00082 0.38177 0.000
C -1.28015 2.61768 0.25809 -0.003
C -0.35290 1.87397 0.01644 -0.006
H -3.07109 6.50693 1.94715 0.000
H -1.17233 4.98471 1.50766 0.000
H -3.81523 2.20395 -0.36449 0.000
H -5.72462 3.72377 0.06463 0.000
F 5.01049 -0.16073 2.68060 0.000
C 3.95715 0.66769 2.63361 -0.001
F 3.53050 0.82509 3.91441 0.000
F 4.39877 1.85747 2.22377 0.000
C 2.80628 0.07053 1.77167 0.000
O 2.59204 -1.11385 1.88569 0.014
O 2.18627 0.99389 1.13021 0.004

63
Properties=species:S:1:pos:R:3:mulliken_charge:R:1 method="wB97M-V/def2-TZVPD" e_lumo_ev=1.3150 energy_ev=-86799.1999 homo_energy_ev=-7.0257 charge=-1
K 0.30037 -0.12493 1.46222 1.058
O 4.90169 6.22270 -1.09558 -0.635
C 4.42180 5.15583 -1.50882 0.495
O 4.51018 3.95862 -0.98735 -0.484
B 3.82235 3.01480 -1.90978 1.295
O 3.40333 3.81883 -3.07444 -0.478
C 3.71823 5.09030 -2.86227 0.740
O 3.53879 6.02195 -3.71365 -0.653
O 2.64530 2.45260 -1.25479 -0.531
C 2.88663 1.17686 -1.10705 0.324
O 2.18275 0.36625 -0.47072 -0.442
C 4.13719 0.79206 -1.85197 0.547
O 4.64217 1.85733 -2.21838 -0.544
O 4.59988 -0.33944 -1.96730 -0.700
O -0.40540 1.93171 -0.18641 -0.601
C -0.54428 2.62155 -1.20825 0.432
O -0.15297 3.80135 -1.48983 -0.447
B -0.94098 4.22616 -2.68195 1.225
O -1.27810 2.95662 -3.34247 -0.544
C -1.16698 2.01900 -2.47803 0.624
O -1.55183 0.85560 -2.65570 -0.710
O -2.11285 5.09476 -2.47742 -0.461
C -1.98948 6.13234 -3.30900 0.532
O -2.86538 6.92019 -3.51564 -0.599
C -0.59834 6.20938 -3.87800 0.643
O -0.06664 5.06130 -3.48931 -0.514
O -0.12921 7.06843 -4.62429 -0.631
C -5.44775 -2.97966 0.13978 -0.759
O -4.11475 -2.77494 0.67342 -0.277
C -3.45826 -1.52445 0.45821 0.359
O -2.30857 -1.35539 0.70302 -0.036
O -4.36657 -0.60984 -0.01485 -0.337
C -4.10982 0.77341 0.05531 -0.671
H -6.26511 -2.27034 0.26978 0.305
H -5.70201 -3.99377 0.44805 0.266
H -5.38371 -3.09996 -0.94167 0.323
H -3.30669 1.12916 0.70070 0.265
H -5.04159 1.25541 0.35123 0.319
H -3.76885 1.10768 -0.92454 0.241
C -0.59668 -5.34345 0.66998 -0.148
O 0.74549 -5.11745 0.29298 -0.351
C 1.35320 -3.89207 0.58422 0.617
O 0.81366 -2.89475 1.09724 -0.339
O 2.67838 -3.95981 0.25384 -0.364
C 3.70297 -3.23963 0.99117 -0.157
H -0.98154 -5.71971 -0.27787 0.333
H -1.16788 -4.48338 1.01942 -0.238
H -0.65748 -6.04594 1.50119 0.270
H 3.32324 -3.07073 1.99883 -0.014
H 3.80079 -2.24654 0.55265 0.129
H 4.64643 -3.77974 0.91195 0.263
C 2.22178 -2.02840 4.47095 -0.437
O 1.10841 -2.80881 4.46281 -0.316
C -0.08152 -2.36852 4.01127 0.954
O -0.34031 -1.16220 3.81735 -0.709
O -0.79708 -3.48917 3.61474 -0.222
C -2.17712 -3.29923 3.23400 -0.484
H 3.12721 -2.61965 4.60778 0.292
H 2.19937 -1.18450 5.16046 0.298
H 2.29067 -1.50957 3.51483 0.035
H -2.62482 -2.32928 3.45048 0.295
H -2.83589 -3.91047 3.85085 0.319
H -2.38587 -3.51676 2.18653 0.035

55
Properties=species:S:1:pos:R:3:mulliken_charge:R:1 method="wB97M-V/def2-TZVPD" e_lumo_ev=-0.4685 energy_ev=-80536.9157 homo_energy_ev=-7.1012 charge=-1
C -2.56539 -4.76815 1.49445 -0.958
C -1.32937 -4.41551 0.46633 0.093
O -1.43590 -5.03275 -0.86260 -0.361
C -0.12789 -5.37345 -1.43840 -0.453
C 0.28311 -4.44448 -2.76055 -0.621
C 0.29736 -2.84599 -2.33200 0.713
C 1.05648 -2.43997 -0.92718 -0.702
C 1.12951 -0.88784 -0.31533 0.300
O 1.80300 -0.69325 0.97657 -0.272
C 2.85031 0.33716 0.91992 -0.478
C 2.74837 1.15981 2.37296 0.567
C 1.89426 0.19771 3.44194 -0.987
O 4.06633 1.45496 2.96333 -0.635
C 0.39228 0.26998 -1.21056 0.432
C -0.35538 -0.13264 -2.61284 0.053
C -0.44539 -1.65255 -3.22039 -0.255
S -1.37811 -1.99678 -4.80849 -0.186
C -0.94445 1.30839 -3.12879 0.069
O -1.55194 1.49176 -4.30400 -0.517
N -0.62503 2.34074 -2.02692 0.132
S -2.28325 2.62946 -1.44647 1.087
O -2.31874 2.80343 0.10728 -0.549
O -3.25346 1.47222 -1.78349 -0.561
C -2.96880 4.18611 -2.26654 0.491
F -2.76746 4.17420 -3.75801 -0.260
F -4.45544 4.34450 -2.07963 -0.224
C -2.21275 5.57201 -1.73926 0.596
F -0.71709 5.42959 -1.71023 -0.205
F -2.74705 5.87080 -0.36593 -0.204
F -2.51176 6.74754 -2.59471 -0.225
C 0.26167 1.86394 -0.85725 0.085
O 0.71382 2.61518 0.14888 -0.466
H -2.13064 -4.59843 2.59322 0.286
H -3.42135 -3.97846 1.36439 0.259
H -2.92455 -5.88651 1.45882 0.272
H -1.36805 -3.23657 0.29412 0.120
H -0.33525 -4.63268 1.04318 0.186
H 0.77326 -5.34070 -0.69365 0.262
H -0.21657 -6.50359 -1.81359 0.306
H -0.61659 -4.57627 -3.51764 0.312
H 1.30558 -4.81363 -3.22923 0.301
H 1.56673 -3.30902 -0.32651 0.250
H 3.91571 -0.19929 0.96395 0.245
H 2.80245 1.04743 -0.00904 0.280
H 2.12977 2.15154 2.29273 0.082
H 0.73152 0.20405 3.18319 0.200
H 1.95876 0.64590 4.54646 0.374
H 2.33861 -0.89065 3.52426 0.193
H 3.84684 1.96276 3.82232 0.423
H -2.76058 -2.00960 -4.43702 0.197
B 2.38049 4.47549 4.91957 0.610
F 3.49275 5.35817 4.60713 -0.402
F 1.36902 4.58422 3.88100 -0.409
F 2.85594 3.10349 4.99127 -0.445
F 1.80430 4.85621 6.19898 -0.395

48
Properties=species:S:1:pos:R:3:mulliken_charge:R:1 method="wB97M-V/def2-TZVPD" e_lumo_ev="-17.1141 / -16.9027" energy_ev=-51788.4219 homo_energy_ev="-21.1476 / -21.3632" charge=+4
C -0.20359 -1.47979 -2.58143 -0.107
N 0.58191 -1.47564 -1.48716 0.232
N 1.48015 -2.51204 -1.59280 -0.013
C 1.30358 -3.12159 -2.77535 -0.025
C 0.23363 -2.50740 -3.41610 -1.134
B 2.38701 -2.91418 -0.38746 -0.119
N 3.29781 -1.68609 -0.05175 0.039
N 2.71129 -0.50318 0.31366 0.033
C 3.66804 0.35070 0.73015 -0.182
C 4.89513 -0.28912 0.56621 -1.130
C 4.63091 -1.55606 0.05618 0.030
Sn 0.51007 -0.10295 0.24472 1.236
N 1.39415 -3.08543 0.82354 0.178
N 0.52460 -2.09319 1.20765 0.184
C -0.21267 -2.53439 2.24609 -0.013
C 0.19889 -3.83628 2.52415 -0.989
C 1.19683 -4.15505 1.61047 0.105
H -0.97722 -1.93068 2.71989 0.572
H 1.77856 -5.04878 1.45614 0.535
H -0.17814 -4.47032 3.29676 0.486
H 3.02193 -3.90607 -0.58414 0.078
H 5.27922 -2.36167 -0.25017 0.532
H 1.96072 -3.92990 -3.05903 0.516
H 5.85711 0.11771 0.78765 0.462
H -0.17362 -2.76761 -4.36931 0.466
H 3.44521 1.33104 1.12765 0.514
H -1.02109 -0.78748 -2.72132 0.547
H 0.78669 2.10053 1.72348 0.064
C 0.83265 3.11261 1.29429 -0.916
H 1.70594 3.63605 1.70121 0.362
H 0.90415 3.07331 0.20149 0.374
H -0.08216 3.64556 1.57606 0.284
O -0.52169 1.77486 -1.80087 -0.527
C -1.51074 1.64646 -1.05105 0.778
N -1.54587 0.62249 -0.13708 -0.195
S -2.61877 0.79333 1.13169 0.947
O -3.46020 -0.36888 1.22634 -0.515
O -1.84304 1.17796 2.29557 -0.543
C -3.36401 2.16321 0.29529 0.560
C -4.43017 2.91249 0.77528 -0.515
C -4.86869 4.00913 0.02400 -0.602
C -4.18388 4.37218 -1.15116 -0.533
C -3.06756 3.65477 -1.57989 -0.355
C -2.69071 2.50335 -0.86898 0.215
H -4.89463 2.63457 1.71620 0.546
H -5.73080 4.59124 0.35600 0.489
H -4.52747 5.23796 -1.72012 0.489
H -2.47945 3.96229 -2.44262 0.560

40
Properties=species:S:1:pos:R:3:mulliken_charge:R:1 method="wB97M-V/def2-TZVPD" e_lumo_ev=0.4318 energy_ev=-125325.8290 smiles=BrCCCc1cccc2c1Nc1ccccc1S2.ClCCCl homo_energy_ev=-7.6125
Br 6.12400 -1.68725 1.22236 -0.189
C 4.22208 -1.46042 1.84471 -0.517
C 3.49125 -0.21697 1.12059 -0.372
C 2.54083 0.63818 2.13810 -1.187
C 1.18230 0.97984 1.32523 0.493
C 1.15750 2.32031 0.50158 -0.619
C -0.10398 2.73193 -0.33366 -0.262
C -1.33806 1.75557 -0.34548 0.000
C -1.32148 0.44170 0.46389 0.304
C -0.07004 0.03255 1.32942 0.061
N -0.04381 -1.20029 2.13174 -0.306
C -0.48742 -2.39012 1.38795 0.326
C 0.42445 -3.65771 1.48474 -0.385
C 0.01508 -4.94828 0.73803 -0.597
C -1.31940 -4.94081 -0.07103 -0.336
C -2.24775 -3.68684 -0.20127 -0.513
C -1.79893 -2.40721 0.54039 0.417
S -2.73110 -0.78654 0.50087 -0.219
H 4.17982 -1.33268 2.99048 0.364
H 3.69095 -2.43675 1.54693 0.225
H 2.76943 -0.68653 0.34877 0.257
H 4.20226 0.45591 0.52920 0.460
H 2.32539 0.01477 3.08355 0.347
H 3.00207 1.63963 2.43065 0.402
H 2.08788 2.99816 0.54790 0.239
H -0.09245 3.72282 -0.89213 0.024
H -2.25241 2.04044 -0.96410 0.080
H 0.85336 -1.34757 2.60843 0.331
H 1.37974 -3.60459 2.11375 0.196
H 0.64820 -5.89250 0.78061 0.317
H -1.64592 -5.90416 -0.59833 0.281
H -3.20511 -3.72316 -0.81080 0.330
Cl -1.38085 4.82019 -2.94519 -0.161
C -2.70007 4.48133 -4.09134 -0.419
C -3.86650 3.77472 -3.43017 -0.492
Cl -3.46282 2.10600 -2.95048 -0.158
H -2.29005 3.89541 -4.91565 0.310
H -3.02783 5.44441 -4.48820 0.312
H -4.70193 3.70794 -4.13007 0.329
H -4.20868 4.30856 -2.54200 0.325

43
Properties=species:S:1:pos:R:3:mulliken_charge:R:1 method="wB97M-V/def2-TZVPD" e_lumo_ev=0.2850 energy_ev=-100625.6288 smiles="NC(=O)CNC(=O)Cn1c2c(c3cc(Br)ccc31)CC[C@@H](C(=O)O)C2" homo_energy_ev=-8.1713
O -1.98667 5.28050 -0.49486 -0.643
O -3.53452 1.34306 0.68660 -0.747
O 0.78015 -3.09608 -4.42534 -0.574
Br 4.30630 2.23773 3.40275 -0.215
O -0.53415 -4.30475 -3.05342 -0.446
C -2.21475 4.14922 -0.10105 0.508
C -2.42242 0.93901 0.43518 0.821
C 0.28487 -3.26001 -3.32379 -0.070
C 1.54473 -1.21464 0.24526 1.037
C 0.17610 -1.33695 -0.00571 0.089
C 1.41467 1.75041 3.17881 -0.681
C 2.86243 0.31715 1.80528 -0.649
C 0.29706 1.07450 2.66996 -0.439
C 2.69693 1.39740 2.73638 -0.180
C 1.70775 -0.25908 1.27468 0.286
C 0.44445 0.11223 1.69214 -0.103
N -2.76611 4.05425 1.14262 -0.324
N -1.63364 1.71119 -0.39683 -0.043
N -0.48498 -0.56117 0.91651 0.074
C -2.08738 2.94487 -1.04863 -0.679
C -1.92323 -0.35921 1.07922 -1.265
C 2.64800 -1.85220 -0.59855 -0.718
C -0.37507 -2.17989 -1.14321 -1.098
C 1.96851 -2.92840 -1.47535 -1.212
C 0.74230 -2.35720 -2.18711 0.715
H -0.57533 -4.80355 -3.87775 0.351
H 1.33084 2.54293 3.92266 0.405
H 3.87211 0.04268 1.51435 0.486
H -0.70727 1.33281 3.03516 0.271
H -3.04014 4.90611 1.58474 0.231
H -3.24043 3.19223 1.32406 0.239
H -0.70419 1.41008 -0.59958 0.227
H -3.04278 2.80411 -1.57308 0.293
H -1.36252 3.25239 -1.80223 0.345
H -2.09915 -0.32448 2.13046 0.443
H -2.46727 -1.25893 0.68042 0.439
H 3.08614 -1.11813 -1.30933 0.331
H 3.48509 -2.24884 -0.01662 0.481
H -1.24585 -1.76275 -1.59844 0.547
H -0.67099 -3.15159 -0.71731 0.339
H 1.67594 -3.78169 -0.91969 0.404
H 2.71662 -3.26605 -2.19903 0.401
H 1.07782 -1.36929 -2.59035 0.324

45
Properties=species:S:1:pos:R:3:mulliken_charge:R:1 method="wB97M-V/def2-TZVPD" e_lumo_ev=-0.2145 energy_ev=-75805.5137 smiles="CN1CCN(S(=O)(=O)c2cccc(S(=O)(=O)c3ccc(Cl)c(Cl)c3)c2)CC1" homo_energy_ev=-8.3587
C 2.88404 -4.15457 2.45017 -0.962
N 1.99962 -3.22593 3.12229 0.026
C 2.40769 -1.83693 3.01990 -0.800
C 2.13491 -1.23038 1.63668 -0.806
N 0.74453 -1.40956 1.25835 0.135
S -0.33778 -0.27999 1.83396 1.415
O 0.35635 0.96360 1.99134 -0.752
O -1.13255 -0.76591 2.92779 -0.694
C -1.39974 -0.13904 0.39220 -0.294
C -0.81710 0.28404 -0.78589 -0.611
C -1.61279 0.41787 -1.90610 0.166
C -2.96613 0.13665 -1.86334 -0.280
C -3.53871 -0.29081 -0.67496 -0.835
C -2.75070 -0.42474 0.45960 -0.117
H -3.16299 -0.74653 1.40358 0.549
H -4.59313 -0.51622 -0.63183 0.407
H -3.54519 0.24848 -2.76701 0.535
S -0.85316 1.01976 -3.42352 1.213
O 0.40427 0.35051 -3.60539 -0.674
O -1.82657 0.96270 -4.47826 -0.695
C -0.53513 2.74013 -3.00254 0.141
C -1.57129 3.64626 -3.10875 -0.477
C -1.36080 4.96411 -2.73183 -0.015
C -0.10983 5.35330 -2.24635 0.309
C 0.92124 4.42755 -2.14881 -0.709
C 0.70723 3.11391 -2.52689 -0.180
H 1.49414 2.37878 -2.47779 0.508
H 1.88237 4.74548 -1.77710 0.429
Cl 0.15929 6.98025 -1.77317 -0.185
Cl -2.63593 6.10598 -2.86018 -0.192
H -2.52299 3.32625 -3.50152 0.500
H 0.23845 0.49532 -0.82377 0.372
C 0.28073 -2.77981 1.37138 -0.795
C 0.60246 -3.36302 2.75664 -0.872
H 0.01066 -2.81912 3.49835 0.354
H 0.32884 -4.41927 2.79088 0.448
H 0.75873 -3.36211 0.57729 0.428
H -0.79684 -2.77458 1.20302 0.417
H 2.75496 -1.70140 0.86770 0.370
H 2.32464 -0.15770 1.64587 0.488
H 1.83401 -1.27044 3.76080 0.301
H 3.46927 -1.76050 3.26307 0.453
H 2.54829 -5.16802 2.66675 0.324
H 3.88686 -4.03179 2.85748 0.324
H 2.93576 -4.03256 1.35992 0.335